No. 1
Computed, not measured: a cluster of 14 separate species, C42H112O14 in total at a distorted geometry, with ωB97M-V with the def2-TZVPD basis set.

Calculated values
Energy above the lowest of the compared OMol25 structures with the same formula, charge and spin ... 169.53 kJ/mol
HOMO energy ... -9.62 eV

Geometry as ORCA input:
```
! RIJCOSX wB97M-V def2-TZVPD def2/J DEFGRID3
* xyz 0 1
C -4.493 4.589 -0.357
C -3.914 3.636 -1.396
C -4.049 4.094 -2.834
O -2.494 3.451 -1.162
H -5.538 4.855 -0.504
H -3.854 5.461 -0.199
H -4.504 4.030 0.587
H -4.386 2.665 -1.209
H -5.098 4.001 -3.143
H -3.494 3.461 -3.523
H -3.806 5.148 -2.966
H -2.354 3.842 -0.290
C -1.090 2.599 -6.077
C -0.184 3.333 -5.094
C -0.197 2.753 -3.706
O 1.198 3.330 -5.524
H -2.139 2.706 -5.791
H -0.877 1.539 -6.201
H -1.011 3.110 -7.039
H -0.447 4.390 -5.073
H -1.223 2.624 -3.336
H 0.248 3.407 -2.958
H 0.240 1.753 -3.691
H 1.430 2.387 -5.513
C -0.225 -0.883 -4.970
C 1.284 -0.633 -4.968
C 1.967 -1.990 -5.215
O 1.646 0.259 -6.031
H -0.758 -0.138 -4.371
H -0.509 -1.881 -4.640
H -0.671 -0.753 -5.959
H 1.671 -0.158 -4.070
H 1.744 -2.352 -6.219
H 1.614 -2.695 -4.461
H 3.051 -1.906 -5.120
H 1.322 -0.041 -6.885
C -2.878 -5.405 1.044
C -2.126 -5.246 2.328
C -1.947 -3.762 2.707
O -2.885 -5.809 3.410
H -2.408 -5.035 0.128
H -3.804 -4.819 1.026
H -3.060 -6.460 0.824
H -1.183 -5.789 2.315
H -1.374 -3.645 3.627
H -2.937 -3.309 2.841
H -1.474 -3.082 1.993
H -3.777 -5.451 3.343
C -0.500 1.337 0.468
C -0.319 -0.047 -0.188
C 1.090 -0.209 -0.774
O -0.628 -1.068 0.752
H 0.060 1.399 1.409
H -1.545 1.614 0.610
H -0.103 2.112 -0.187
H -1.020 0.009 -1.029
H 1.459 0.663 -1.311
H 1.074 -1.115 -1.388
H 1.831 -0.439 -0.003
H -0.773 -0.574 1.566
C 2.809 -3.735 -0.130
C 2.751 -5.128 0.526
C 3.362 -5.136 1.913
O 1.398 -5.578 0.626
H 2.510 -3.830 -1.172
H 3.848 -3.391 -0.081
H 2.256 -2.975 0.421
H 3.256 -5.841 -0.132
H 2.551 -4.774 2.553
H 4.144 -4.387 2.046
H 3.692 -6.124 2.223
H 0.773 -4.954 0.234
C 1.000 0.939 5.178
C 0.368 -0.330 4.618
C 1.305 -1.513 4.605
O -0.834 -0.542 5.388
H 0.266 1.739 5.265
H 1.843 1.321 4.602
H 1.336 0.759 6.206
H 0.148 -0.061 3.579
H 0.815 -2.345 4.095
H 1.678 -1.787 5.592
H 2.149 -1.217 3.977
H -0.609 -1.044 6.177
C -1.373 6.419 3.681
C -1.718 4.966 3.735
C -1.464 4.221 2.424
O -0.903 4.291 4.723
H -1.747 7.015 4.512
H -1.789 6.804 2.749
H -0.284 6.511 3.711
H -2.746 4.791 4.072
H -1.983 4.680 1.581
H -1.727 3.168 2.546
H -0.383 4.118 2.288
H -1.207 3.375 4.794
C -5.560 -2.551 -1.062
C -5.600 -1.081 -0.652
C -4.198 -0.597 -0.341
O -6.161 -0.314 -1.731
H -4.872 -3.090 -0.406
H -5.078 -2.649 -2.038
H -6.544 -3.021 -1.089
H -6.246 -0.939 0.225
H -4.194 0.442 -0.002
H -3.635 -0.548 -1.278
H -3.683 -1.224 0.383
H -6.944 -0.815 -1.987
C 6.597 -1.668 -1.240
C 6.095 -0.561 -2.164
C 4.712 -0.797 -2.686
O 6.116 0.675 -1.376
H 7.576 -1.473 -0.795
H 6.857 -2.587 -1.788
H 5.835 -2.000 -0.538
H 6.865 -0.462 -2.935
H 4.214 0.010 -3.222
H 4.043 -1.011 -1.844
H 4.711 -1.686 -3.318
H 7.029 0.726 -1.078
C -3.555 0.436 3.024
C -3.813 1.335 4.250
C -4.477 0.575 5.388
O -2.517 1.807 4.644
H -2.933 0.972 2.308
H -4.525 0.299 2.531
H -3.165 -0.549 3.280
H -4.379 2.211 3.931
H -4.588 1.161 6.296
H -3.932 -0.351 5.579
H -5.464 0.241 5.051
H -1.884 1.078 4.576
C 3.665 3.184 -2.481
C 3.608 3.238 -0.944
C 2.394 3.926 -0.401
O 3.591 1.870 -0.479
H 3.923 4.168 -2.883
H 2.679 2.875 -2.831
H 4.388 2.483 -2.895
H 4.518 3.692 -0.522
H 2.222 3.775 0.670
H 1.482 3.531 -0.854
H 2.490 5.008 -0.502
H 4.339 1.427 -0.916
C 4.416 -0.657 1.756
C 4.163 0.590 2.624
C 5.241 1.628 2.489
O 2.869 1.089 2.294
H 3.738 -1.473 2.002
H 5.460 -0.975 1.833
H 4.301 -0.417 0.697
H 4.102 0.220 3.650
H 6.232 1.174 2.578
H 5.151 2.397 3.260
H 5.251 2.171 1.543
H 2.888 1.463 1.393
C -0.472 -4.941 -2.382
C -0.595 -3.505 -1.926
C -2.015 -2.957 -2.155
O -0.305 -3.457 -0.525
H 0.444 -5.420 -2.024
H -0.673 -4.986 -3.454
H -1.182 -5.681 -1.984
H 0.149 -2.885 -2.439
H -2.648 -3.579 -1.528
H -2.424 -2.831 -3.161
H -2.003 -1.898 -1.876
H -0.447 -2.531 -0.250
*
```



No. 2
Computed, not measured: a structure of composition C42H113FeN10O12 at a distorted geometry, with ωB97M-V with the def2-TZVPD basis set.

Calculated values
HOMO energy (spin up / spin down) ... -10.02 / -10.02 eV

Geometry as ORCA input:
```
! RIJCOSX wB97M-V def2-TZVPD def2/J DEFGRID3
* xyz 1 5
Fe 3.340 -14.584 -22.187
C 7.167 -13.543 -23.145
C 5.750 -14.004 -22.976
O 4.986 -14.415 -23.858
O 5.280 -13.915 -21.788
H 7.460 -13.354 -24.178
H 7.872 -14.340 -22.911
H 7.447 -12.685 -22.535
C 6.539 -14.915 -27.815
C 5.348 -15.709 -27.334
C 4.657 -16.670 -28.418
O 3.611 -15.979 -29.043
C 3.794 -15.009 -30.134
N 5.749 -16.433 -26.164
H 6.972 -14.248 -27.069
H 6.298 -14.269 -28.659
H 7.415 -15.547 -27.961
H 4.589 -15.015 -26.974
H 4.267 -17.579 -27.960
H 5.363 -17.144 -29.100
H 4.401 -14.170 -29.793
H 2.807 -14.685 -30.464
H 4.332 -15.377 -31.007
H 5.022 -17.075 -25.881
H 5.852 -15.866 -25.335
C 5.246 -12.943 -18.554
C 4.985 -14.436 -18.422
C 6.037 -15.213 -17.576
O 5.840 -16.677 -17.605
C 6.644 -17.294 -16.585
N 3.759 -14.699 -17.641
H 5.244 -12.443 -17.585
H 4.519 -12.408 -19.165
H 6.229 -12.695 -18.955
H 4.929 -14.792 -19.451
H 5.885 -14.786 -16.584
H 7.079 -14.971 -17.782
H 7.642 -17.327 -17.022
H 6.166 -18.249 -16.365
H 6.972 -16.732 -15.711
H 3.681 -15.622 -17.239
H 3.679 -13.974 -16.942
C 5.239 -17.631 -20.833
C 4.659 -17.305 -22.188
C 4.817 -18.563 -23.111
O 4.331 -18.201 -24.422
C 4.343 -19.317 -25.275
N 3.296 -16.783 -22.173
H 5.051 -18.666 -20.550
H 4.756 -17.068 -20.034
H 6.322 -17.536 -20.905
H 5.284 -16.611 -22.748
H 4.352 -19.467 -22.718
H 5.869 -18.826 -23.218
H 5.347 -19.709 -25.436
H 4.014 -19.033 -26.275
H 3.665 -20.114 -24.970
H 2.809 -17.368 -21.509
H 2.888 -17.092 -23.044
C 0.993 -12.676 -18.999
C 1.514 -13.174 -20.394
C 2.230 -12.066 -21.264
O 2.759 -12.607 -22.493
C 2.968 -11.584 -23.413
N 2.492 -14.245 -20.229
H 0.809 -13.542 -18.362
H 0.084 -12.097 -19.164
H 1.586 -12.056 -18.327
H 0.646 -13.450 -20.994
H 2.972 -11.514 -20.687
H 1.548 -11.231 -21.427
H 3.996 -11.231 -23.335
H 2.310 -10.714 -23.403
H 3.007 -12.059 -24.394
H 1.930 -15.036 -19.947
H 3.044 -13.973 -19.428
C 2.210 -15.816 -25.460
C 1.385 -14.702 -24.820
C -0.081 -14.581 -25.299
O -0.688 -13.342 -24.886
C -1.988 -13.532 -24.442
N 1.508 -14.758 -23.350
H 2.481 -15.577 -26.488
H 1.709 -16.783 -25.419
H 3.225 -15.990 -25.102
H 1.757 -13.711 -25.081
H -0.524 -15.460 -24.829
H -0.270 -14.793 -26.352
H -2.465 -14.374 -24.945
H -2.562 -12.625 -24.630
H -1.946 -13.734 -23.372
H 0.964 -15.547 -23.030
H 0.814 -14.065 -23.105
C 10.775 -16.028 -19.419
C 10.192 -14.954 -20.325
C 10.084 -13.519 -19.672
O 9.332 -13.745 -18.500
C 9.805 -13.381 -17.205
N 11.041 -14.877 -21.486
H 10.715 -16.995 -19.919
H 10.200 -16.094 -18.496
H 11.836 -15.813 -19.291
H 9.216 -15.289 -20.676
H 9.553 -12.941 -20.428
H 11.064 -13.093 -19.456
H 9.403 -14.110 -16.501
H 9.365 -12.409 -16.980
H 10.892 -13.392 -17.133
H 11.933 -14.403 -21.484
H 11.157 -15.731 -22.012
C 6.746 -6.800 -26.514
C 5.894 -8.035 -26.967
C 6.341 -9.314 -26.113
O 5.489 -10.353 -26.608
C 5.783 -11.620 -25.942
N 4.508 -7.687 -26.952
H 6.583 -5.877 -27.071
H 7.815 -7.011 -26.554
H 6.592 -6.606 -25.452
H 6.240 -8.212 -27.986
H 5.979 -9.163 -25.096
H 7.405 -9.548 -26.164
H 6.796 -11.894 -26.237
H 5.074 -12.346 -26.340
H 5.764 -11.590 -24.852
H 3.948 -8.497 -27.178
H 4.078 -7.169 -26.199
C 7.964 -11.728 -30.893
C 7.948 -11.860 -29.381
C 8.987 -10.987 -28.720
O 8.925 -11.200 -27.326
C 9.808 -12.249 -26.782
N 6.574 -11.592 -29.093
H 8.844 -12.156 -31.372
H 7.732 -10.713 -31.216
H 7.193 -12.221 -31.486
H 8.092 -12.924 -29.190
H 8.749 -9.931 -28.845
H 9.958 -11.179 -29.177
H 9.791 -12.227 -25.693
H 10.832 -12.173 -27.150
H 9.388 -13.234 -26.984
H 6.209 -10.803 -29.608
H 6.487 -11.338 -28.120
C 6.206 -9.942 -20.680
C 6.169 -9.262 -22.069
C 4.953 -8.243 -22.284
O 3.669 -8.837 -21.927
C 2.681 -7.877 -22.044
N 7.432 -8.637 -22.376
H 6.309 -9.149 -19.938
H 7.034 -10.639 -20.551
H 5.278 -10.513 -20.681
H 5.788 -10.039 -22.731
H 5.023 -7.908 -23.319
H 5.079 -7.331 -21.701
H 2.930 -7.137 -21.284
H 1.737 -8.390 -21.861
H 2.774 -7.539 -23.076
H 7.391 -8.328 -23.336
H 8.137 -9.361 -22.371
C 8.221 -17.262 -23.677
C 9.410 -17.001 -24.522
C 10.708 -17.721 -24.168
O 11.246 -17.465 -22.840
C 12.130 -18.417 -22.297
N 8.856 -17.381 -25.796
H 7.216 -17.002 -24.009
H 8.442 -16.823 -22.704
H 8.131 -18.314 -23.406
H 9.714 -15.954 -24.521
H 11.447 -17.422 -24.911
H 10.639 -18.797 -24.331
H 12.898 -18.776 -22.982
H 11.564 -19.274 -21.930
H 12.708 -17.976 -21.485
H 9.080 -18.331 -26.054
H 7.848 -17.371 -25.742
*
```



Number 1: E -2720.7248 Eh. Number 2: E -4381.7495 Eh.